1.
{
  "formula": "C10H10Se",
  "method": "ωB97M-V/def2-TZVPD",
  "relative_energy_ev": 1.8443,
  "smiles": "C1=CC([Se]C2C=CC=C2)C=C1",
  "homo_lumo_gap_ev": 8.451,
  "symbols": ["C", "C", "C", "C", "C", "C", "C", "C", "C", "C", "Se", "H", "H", "H", "H", "H", "H", "H", "H", "H", "H"],
  "xyz": [[-2.31911, -2.31364, 0.53130], [-0.92725, -2.81692, 0.37694], [0.54888, 2.41075, -0.05845], [1.39589, 1.96987, 0.88531], [-2.34334, -0.99986, 0.44728], [-0.16449, -1.73578, 0.09035], [0.76280, 1.67246, -1.29885], [2.37617, 1.05079, 0.24035], [-0.94988, -0.51184, 0.09507], [1.87012, 0.78023, -0.97299], [-0.86291, 0.52283, -1.69352], [-3.30504, -2.85132, 0.72265], [-0.66842, -3.76138, 0.46016], [-0.31742, 3.00516, 0.03314], [1.37970, 2.20314, 2.02400], [-3.09410, -0.29216, 0.59838], [0.90900, -1.69135, -0.10596], [0.98346, 2.33026, -2.13043], [3.12840, 0.62969, 0.74964], [-0.75052, 0.30931, 0.75346], [2.34807, 0.08977, -1.74784]],
  "forces_ev_per_angstrom": [[-1.9, -1.5, 0.7], [-1.7, 5.3, -0.8], [-0.1, -0.3, 1.0], [0.5, 0.7, 1.8], [1.9, 0.9, -1.3], [1.3, -1.0, 0.3], [-0.8, -0.8, 0.0], [-4.1, 1.3, -1.0], [-1.5, 0.8, -0.9], [3.0, -1.3, -1.6], [0.0, -0.2, 0.6], [1.8, 0.2, -0.1], [1.4, -4.3, 0.3], [-0.6, 0.8, 0.4], [0.1, -0.2, -2.3], [-1.4, 0.6, 0.1], [-0.4, -0.3, 0.1], [-0.3, -0.2, -0.6], [2.8, -1.6, 1.5], [1.0, 0.2, 0.7], [-0.8, 1.0, 1.2]]
}

***

2.
{
  "formula": "C10H11AsCl7HfOTe",
  "method": "ωB97M-V/def2-TZVPD",
  "relative_energy_ev": 0.9607,
  "charge": 1,
  "homo_lumo_gap_ev": 6.568,
  "symbols": ["Hf", "Cl", "C", "C", "Cl", "C", "Cl", "C", "O", "C", "Cl", "C", "Cl", "C", "As", "C", "C", "H", "H", "H", "H", "H", "H", "H", "H", "H", "Cl", "C", "Cl", "H", "H", "Te"],
  "xyz": [[-0.31735, -1.77900, -1.53587], [4.22605, 3.97220, -1.72447], [2.93165, 2.85240, -1.66957], [3.19475, 1.48410, -1.69707], [4.80705, 0.90430, -1.70157], [2.12895, 0.59210, -1.71447], [2.42615, -1.11060, -1.68727], [0.79205, 1.00760, -1.70897], [-0.20765, 0.15850, -1.81357], [0.55945, 2.38780, -1.56157], [-1.06525, 2.88820, -1.35437], [1.60855, 3.30030, -1.57427], [1.29015, 4.97830, -1.49837], [-1.44015, -1.40920, 2.68443], [-0.18905, -1.01310, 1.19703], [0.84875, 0.41690, 2.08743], [1.07765, -2.50410, 1.52963], [-0.88755, -1.63890, 3.59853], [-2.08275, -2.25410, 2.42703], [-2.06965, -0.53320, 2.86563], [0.97235, 0.21470, 3.15383], [0.32335, 1.36850, 1.97223], [1.82555, 0.50590, 1.60783], [1.78375, -2.23490, 2.31543], [1.64035, -2.76590, 0.62253], [0.53185, -3.39140, 1.85523], [-2.97685, -0.77860, -1.23667], [-4.76295, -0.60410, -1.19267], [-5.22025, 1.09890, -1.23387], [-5.09935, -1.06130, -0.26447], [-5.15745, -1.11640, -2.06817], [-1.49205, -3.93600, -0.67957]],
  "forces_ev_per_angstrom": [[-0.6, -1.1, 1.7], [-0.1, -0.1, 0.0], [0.0, 0.0, 0.0], [0.0, 0.1, 0.0], [-0.1, -0.1, 0.0], [-0.4, 0.7, 0.0], [-0.4, -0.9, -0.1], [0.9, 1.3, 0.1], [-0.1, 0.4, -0.6], [-0.1, -0.4, -0.1], [-0.1, 0.0, -0.1], [0.1, 0.0, -0.1], [-0.1, -0.1, 0.1], [-0.4, 0.2, -0.6], [0.8, -1.2, 1.4], [-0.3, 0.4, -0.7], [0.1, 0.0, 0.0], [0.2, 0.1, -0.3], [0.2, 0.1, -0.1], [0.1, -0.1, -0.1], [-0.1, -0.3, -0.2], [0.1, -0.1, 0.0], [-0.1, 0.0, 0.1], [0.0, 0.2, -0.1], [-0.1, 0.0, 0.3], [0.0, 0.1, -0.2], [0.1, 0.7, 0.0], [-0.6, 0.1, -0.2], [0.1, -0.5, 0.0], [0.1, 0.1, -0.1], [0.1, 0.1, 0.1], [0.6, 0.1, -0.5]]
}